No. 1
# C9H6F3NO2

A single C9H6F3NO2 molecule at a distorted geometry (ωB97M-V/def2-TZVPD, the OMol25 dataset).

Computed properties:
**Kohn-Sham gap (alpha / beta)**: 7.2 / 7.2 eV
**Multiplicity**: 1
**Lowest unoccupied orbital energy (alpha / beta)**: -0.042 / -0.042 Eh

Each line ends with the natural charge from an NBO analysis.
Element x y z (Å)
F  -4.46885  -2.08946  0.41841  -0.2916
F  -4.16430  -0.32922  1.67417  -0.3371
F  -4.68418  -0.14971  -0.40400  -0.3414
O  -2.47431  -2.58638  -1.51353  -0.5494
O  -1.09426  -0.63765  2.51604  -0.4619
N  -0.50548  -2.06741  -0.44909  -0.6269
C  -0.10080  -1.54783  0.70743  0.1250
C  -1.90167  -1.90379  -0.72061  0.6415
C  -3.96136  -0.89136  0.45881  0.9730
C  -1.07369  -1.81464  1.88789  0.3007
C  1.87080  0.26818  0.25106  -0.6364
C  -0.68478  -0.02284  1.40428  0.4584
C  0.63871  -0.39878  0.90084  -0.0701
C  -2.47747  -0.76583  0.02903  -0.3138
C  -1.82846  0.46320  0.47380  -0.4895
H  2.59892  -0.49811  0.35225  0.2444
H  1.62265  0.57423  -0.76507  0.2288
H  1.99957  0.99829  0.99882  0.2415
H  -1.24908  1.01612  -0.31203  0.2260
H  0.03564  -2.02190  -1.19823  0.3945
H  -2.54648  1.12594  1.12033  0.2839

Forces on the atoms, in the same order (eV/Å):
-0.130 -1.007 0.509
-0.062 -0.415 0.106
-0.688 0.506 -0.273
-0.300 -0.645 -0.576
-0.113 0.298 2.048
-2.847 -1.629 2.239
0.289 1.488 1.167
-0.327 1.502 0.636
1.792 1.335 -1.241
-0.969 -0.657 -1.774
-3.505 -1.351 0.733
1.333 0.249 -0.998
0.138 -0.116 0.514
-1.083 -2.374 1.840
0.559 2.314 0.423
0.989 -0.368 -0.402
0.559 0.321 0.013
1.049 1.596 0.036
-1.117 -0.040 0.551
3.058 0.009 -3.918
1.376 -1.017 -1.634

No. 2
# C9H6F3NO2

A single C9H6F3NO2 molecule at a distorted geometry (ωB97M-V/def2-TZVPD, the OMol25 dataset).

Computed properties:
**Kohn-Sham gap**: 7.8 eV
**Multiplicity**: 1
**Lowest unoccupied orbital energy**: -0.032 Eh

Each line ends with the natural charge from an NBO analysis.
Element x y z (Å)
F  -0.42059  1.34622  -1.88586  -0.3219
F  0.85282  2.60297  -0.70090  -0.3210
F  -1.05633  3.32980  -1.35522  -0.3211
O  -0.95503  2.95365  2.45105  -0.3890
O  0.13755  -0.12953  1.90693  -0.4741
N  2.77813  -1.93512  0.70333  -0.4916
C  -0.99191  2.36102  1.46558  0.7930
C  1.65039  -1.41129  0.88961  0.1038
C  -1.07104  1.68831  0.34866  -0.4767
C  -0.41068  -0.53818  0.64843  0.3091
C  -0.42756  2.23806  -0.88718  0.9939
C  0.44608  -1.33976  0.01311  -0.1343
C  0.33304  -2.01357  -1.30037  -0.6342
C  -1.61086  0.26264  0.30718  -0.4420
C  1.31423  -0.56664  2.10252  0.2787
H  -1.99877  0.02950  -0.68291  0.2575
H  1.26296  -1.89220  -1.85619  0.2248
H  -0.48306  -1.59678  -1.88421  0.2275
H  2.89073  -2.44822  -0.17140  0.3398
H  -2.39699  0.14001  1.05322  0.2468
H  0.15688  -3.08090  -1.16537  0.2309

Forces on the atoms, in the same order (eV/Å):
-0.162 -0.342 -0.025
0.173 0.062 0.195
-0.148 0.187 -0.032
0.036 -0.058 -0.079
-1.034 0.271 -0.045
0.594 -0.089 0.430
-0.083 0.523 0.587
-0.994 0.254 -0.545
-0.394 -0.262 -1.290
0.317 -0.801 -0.960
0.111 0.382 0.098
-0.359 0.189 0.310
-0.060 0.076 -0.016
0.346 0.152 0.403
2.081 -0.436 1.310
-0.005 -0.004 0.130
-0.022 -0.013 -0.123
-0.029 -0.032 -0.137
-0.343 0.071 -0.072
-0.026 -0.079 -0.084
0.005 -0.053 -0.054

No. 3
# C9H6FN3

A single C9H6FN3 molecule at a distorted geometry (ωB97M-V/def2-TZVPD, the OMol25 dataset).

Computed properties:
**Structure (SMILES)**: Fc1ccc(-c2nccnn2)cc1
**Kohn-Sham gap**: 9.1 eV
**Multiplicity**: 1
**Lowest unoccupied orbital energy**: -0.003 Eh

Each line ends with the natural charge from an NBO analysis.
Element x y z (Å)
F  4.44084  -0.09432  -0.04996  -0.3042
N  -3.02038  -1.19864  -0.47569  -0.1829
N  -1.66648  -1.24149  -0.46542  -0.2457
N  -1.71880  1.04417  0.31444  -0.3904
C  2.50615  1.01418  -0.34653  -0.2838
C  0.39395  -0.14522  -0.05575  -0.1487
C  3.14992  -0.05437  -0.06616  0.3829
C  -1.03797  -0.15208  -0.04342  0.3596
C  1.06469  1.05084  -0.42134  -0.1139
C  -3.67408  -0.14320  -0.05251  -0.0488
C  1.15242  -1.24325  0.27525  -0.1592
C  2.52389  -1.28362  0.30573  -0.2626
C  -2.98591  0.96198  0.44124  0.0587
H  3.13362  -2.04646  0.66602  0.2324
H  -4.79014  -0.30723  -0.16939  0.2209
H  -3.51941  1.78108  0.67433  0.1886
H  0.58323  1.94882  -0.65435  0.2267
H  0.36708  -2.03142  0.57102  0.2397
H  3.09739  2.14023  -0.44751  0.2306

Forces on the atoms, in the same order (eV/Å):
2.850 0.349 0.076
0.472 -0.446 -0.420
-0.670 0.828 0.780
3.205 -1.683 0.330
-2.920 8.721 -1.773
2.043 3.475 -1.259
0.209 -5.769 1.612
-3.008 1.230 -0.272
2.148 -2.643 1.375
-1.144 -2.115 -0.276
-2.207 -2.644 1.134
-1.286 2.666 -0.884
-0.045 -2.020 -1.984
0.646 -1.404 0.343
1.431 0.819 0.517
-1.602 3.006 1.228
-0.767 1.052 -0.275
2.239 0.268 -0.268
-1.596 -3.690 0.017

No. 4
# C9H6N4

A single C9H6N4 molecule at a distorted geometry (ωB97M-V/def2-TZVPD, the OMol25 dataset).

Computed properties:
**Kohn-Sham gap (alpha / beta)**: 7.5 / 6.2 eV
**Multiplicity**: 1
**Lowest unoccupied orbital energy (alpha / beta)**: -0.048 / -0.080 Eh

Each line ends with the natural charge from an NBO analysis.
Element x y z (Å)
N  -3.23722  -0.12869  -1.81292  -0.2557
N  -0.75445  0.64432  0.58465  -0.3795
N  -0.88491  -2.94647  0.49467  -0.2975
N  -2.08849  2.74219  0.54747  -0.2834
C  -2.42614  -0.30018  -1.00384  0.2306
C  0.93376  1.26331  -0.53792  -0.1366
C  -1.42834  1.81250  0.54417  0.3923
C  -1.06311  -1.79531  0.35619  0.2172
C  -1.43562  -0.49274  0.04784  -0.0807
C  1.46702  -0.96249  -0.47090  -0.0930
C  1.44037  -0.60070  0.99493  -0.5015
C  1.14530  0.06405  -1.28060  -0.2878
C  0.77470  0.75364  0.87583  -0.0436
H  1.35326  -1.98620  -0.87313  0.2476
H  2.50380  -0.56095  1.24311  0.2638
H  0.54911  2.26150  -0.73357  0.2443
H  0.79890  1.53623  1.67770  0.2469
H  1.00568  -1.23779  1.73743  0.2647
H  1.34638  -0.06623  -2.39112  0.2520

Forces on the atoms, in the same order (eV/Å):
0.576 -0.133 0.506
-1.560 -1.919 0.116
-0.221 1.956 -0.017
-0.585 1.323 -0.032
0.499 0.132 0.627
0.640 -0.997 0.844
0.498 -1.526 0.295
-0.088 -2.818 0.358
0.179 2.031 -0.524
-1.941 -2.113 0.019
0.581 0.743 -1.028
1.962 1.444 -2.280
-0.895 2.137 -0.108
0.880 0.519 0.530
0.015 0.691 0.436
0.473 -0.335 -0.615
0.431 -1.047 -0.546
-0.461 -0.615 -0.041
-0.982 0.528 1.460

No. 5
# C9H7BIN2O6ReS

A molecular structure, C9H7BIN2O6ReS at a distorted geometry (ωB97M-V/def2-TZVPD, the OMol25 dataset).

Computed properties:
**Charge**: +1
**Kohn-Sham gap (alpha / beta)**: 5.8 / 5.9 eV
**Multiplicity**: 2
**Lowest unoccupied orbital energy (alpha / beta)**: -0.224 / -0.223 Eh

Each line ends with the natural charge from an NBO analysis.
Element x y z (Å)
Re  0.20004  -0.16026  -0.02845  1.4194
I  -3.54092  2.48760  -4.12143  0.3090
S  0.36162  -2.25415  1.21562  2.4705
O  -0.72417  -2.51938  0.27425  -0.9621
O  0.66719  2.95291  -0.25251  -0.6688
O  -0.07288  -0.79073  1.77066  -0.7746
O  0.79250  -3.17310  2.17707  -0.7920
O  1.46920  -1.61421  0.26771  -0.7977
O  2.43324  1.96732  0.80347  -0.6139
N  -2.22684  -0.64753  -1.64006  -0.2878
N  -1.24968  0.24936  -1.33698  -0.3983
C  1.52446  5.28857  -0.11327  -0.2443
C  2.65730  3.32919  0.73088  0.2091
C  -1.49843  1.35491  -2.08277  0.0176
C  3.73559  4.04983  1.18883  -0.2280
C  -2.64559  1.16265  -2.82465  -0.2979
C  2.60611  6.02977  0.34704  -0.1968
C  -3.07210  -0.12964  -2.52167  0.0602
C  3.68728  5.42370  0.98388  -0.1889
C  1.58543  3.93070  0.09798  0.2604
B  1.21728  1.77176  0.20791  0.7437
H  0.68216  5.75290  -0.60708  0.2338
H  -2.21628  -1.56602  -1.20803  0.4697
H  2.60843  7.10197  0.20893  0.2324
H  4.50849  6.03637  1.32866  0.2335
H  -3.92064  -0.68709  -2.88498  0.2692
H  4.56917  3.57116  1.68298  0.2449
H  -0.85656  2.21956  -2.00336  0.2778

Forces on the atoms, in the same order (eV/Å):
0.595 0.956 0.487
0.047 -0.061 0.064
-0.336 0.405 0.022
0.005 -0.214 0.073
-0.327 -0.221 -0.136
-0.096 -0.216 -0.091
0.080 -0.040 -0.016
0.046 -0.087 -0.311
0.010 -0.299 0.060
-0.131 0.095 -0.061
0.010 -0.404 -0.162
-0.119 0.038 -0.068
-0.062 0.165 -0.037
-0.027 0.126 0.119
0.093 -0.038 0.062
-0.011 0.079 -0.160
0.022 0.000 0.011
0.025 -0.074 0.074
-0.002 -0.015 -0.004
0.220 0.128 0.075
-0.043 -0.275 -0.041
0.003 -0.011 0.006
0.005 0.009 0.026
-0.011 -0.002 -0.006
0.002 -0.003 -0.001
0.007 -0.012 0.006
-0.011 -0.006 -0.004
0.007 -0.024 0.013

No. 6
# C9H7BrClNOS

A single C9H7BrClNOS molecule at a distorted geometry (ωB97M-V/def2-TZVPD, the OMol25 dataset).

Computed properties:
**Kohn-Sham gap**: 9.4 eV
**Multiplicity**: 1
**Lowest unoccupied orbital energy**: -0.008 Eh

Each line ends with the natural charge from an NBO analysis.
Element x y z (Å)
Br  -2.78353  -1.91566  -1.30978  0.0388
Cl  0.37823  -2.91242  -0.32082  0.0153
S  -1.38765  -0.57054  1.11435  1.3423
O  -1.69283  0.59585  1.91148  -0.9395
N  -0.05471  0.58238  -2.46484  -0.2615
C  1.08963  0.67127  1.15676  -0.1883
C  2.44170  0.84126  1.10225  -0.2147
C  -1.92391  -0.12904  -0.77878  -0.2931
C  2.55992  -1.27629  -0.07639  -0.2321
C  -0.76527  0.16554  -1.67036  0.2191
C  0.40097  -0.39937  0.73321  -0.3187
C  -2.97016  0.94844  -0.66934  -0.6879
C  3.13827  -0.05744  0.37014  -0.1694
C  1.15350  -1.42308  0.15714  -0.0124
H  3.12370  -2.15952  -0.53813  0.2478
H  0.47467  1.40573  1.62538  0.2395
H  -3.54809  1.07585  -1.58496  0.2474
H  -3.86673  0.58565  0.12442  0.2411
H  -2.79771  1.92268  -0.16048  0.2729
H  4.15949  0.24647  -0.05183  0.2268
H  2.87051  1.80223  1.33057  0.2267

Forces on the atoms, in the same order (eV/Å):
0.416 1.446 -0.029
0.233 0.225 0.104
1.261 -0.351 -2.228
-0.552 1.181 0.855
0.716 -0.013 -0.267
-1.200 1.629 1.818
-0.164 1.000 -1.040
0.548 -1.166 0.857
-1.178 -0.443 0.392
-2.231 0.010 0.753
0.060 -2.441 -0.519
-3.752 -0.475 2.483
2.546 -1.564 -2.291
1.644 -0.541 -0.402
-0.831 1.758 0.568
-0.233 0.746 0.420
0.433 0.147 -0.162
2.437 0.364 -2.064
1.031 -0.689 -0.768
-1.292 -0.847 1.140
0.109 0.025 0.380

Electronic energy values (in eV) by entry order: -23159.8501 -23163.6295 -16615.1005 -15384.7688 -46446.1574 -106381.4469.
Relative energy (zero: lowest compared OMol25 entry of this formula, charge and spin) values (in kJ/mol) by entry order: 405.9 41.2 82.2 595.5 0.0 0.0.